Entry from the Open Molecules 2025 dataset: a structure of composition C58H48BO3OsP2S2Te (ωB97M-V/def2-TZVPD).

Last column: Mulliken charge in e.
Positions of all 116 atoms, in Å:
Os: 0.09 -0.45 0.04  0.79
O: -1.04 -0.44 1.87  -0.58
S: -0.38 0.62 2.80  1.87
C: 0.04 -0.18 4.26  0.37
C: -0.77 -0.50 5.37  -0.63
C: -0.19 -0.82 6.59  -0.93
C: 1.21 -1.02 6.66  -0.03
C: 2.14 -1.42 7.78  -1.00
C: 3.54 -1.46 7.11  -0.98
C: 3.34 -0.92 5.74  0.45
C: 4.25 -0.64 4.75  -1.44
C: 3.74 -0.29 3.50  -0.30
C: 2.34 -0.33 3.19  0.60
P: 2.07 -0.77 1.40  0.34
C: 2.53 -2.56 1.70  1.05
C: 3.79 -3.09 1.62  -0.47
C: 4.05 -4.39 2.09  -0.94
C: 3.06 -5.08 2.73  -0.59
C: 1.78 -4.57 2.77  -0.97
C: 1.53 -3.28 2.27  -0.17
C: 3.25 0.34 0.73  -0.76
C: 4.24 0.02 -0.12  0.29
C: 4.95 1.00 -0.84  -1.02
C: 4.57 2.33 -0.66  -0.35
C: 3.52 2.75 0.13  -1.04
C: 2.69 1.74 0.88  0.34
C: 1.46 -0.40 4.25  -1.45
C: 1.98 -0.77 5.51  1.52
C: -1.74 1.74 3.01  -0.39
C: -1.73 2.41 4.20  -0.51
C: -2.43 3.63 4.39  -1.47
C: -3.11 4.14 3.32  0.57
C: -3.82 5.49 3.24  -0.94
C: -4.34 5.51 1.77  -0.84
C: -3.79 4.25 1.13  0.37
C: -3.80 3.83 -0.17  -1.54
C: -3.26 2.58 -0.42  -0.59
C: -2.63 1.69 0.48  -0.18
P: -2.16 0.00 -0.32  2.41
C: -3.06 -0.06 -1.94  -0.07
C: -2.45 -0.62 -3.06  0.35
C: -3.18 -0.93 -4.21  -0.75
C: -4.55 -0.69 -4.22  -0.63
C: -5.16 -0.06 -3.11  -0.94
C: -4.42 0.27 -2.01  -0.03
C: -3.38 -1.18 0.51  0.74
C: -3.87 -0.98 1.79  -0.20
C: -4.74 -1.93 2.36  -0.75
C: -5.04 -3.12 1.75  -0.63
C: -4.55 -3.32 0.46  -0.64
C: -3.73 -2.39 -0.13  -0.59
C: -2.50 2.20 1.86  -1.01
C: -3.15 3.47 2.08  0.58
H: -1.85 -0.37 5.32  0.59
H: -0.86 -0.98 7.44  0.32
H: 1.81 -2.33 8.26  0.37
H: 2.15 -0.63 8.52  0.25
H: 3.82 -2.53 6.99  0.20
H: 4.34 -0.96 7.67  0.39
H: 5.31 -0.66 4.96  0.42
H: 4.42 -0.22 2.62  0.28
H: 4.64 -2.51 1.26  0.24
H: 5.01 -4.88 2.00  0.42
H: 3.28 -6.03 3.17  0.42
H: 0.92 -5.12 3.18  0.42
H: 0.52 -2.90 2.31  0.44
H: 4.45 -1.04 -0.23  0.27
H: 5.71 0.71 -1.56  0.40
H: 5.09 3.08 -1.26  0.35
H: 3.31 3.78 0.29  0.51
H: 2.59 1.95 1.97  0.30
H: -1.16 2.09 5.02  0.72
H: -2.40 4.07 5.37  0.46
H: -3.13 6.31 3.38  0.28
H: -4.63 5.63 3.95  0.37
H: -4.04 6.39 1.17  0.32
H: -5.45 5.49 1.72  0.24
H: -4.28 4.45 -0.93  0.42
H: -3.28 2.24 -1.46  0.73
H: -1.40 -0.88 -3.04  -0.06
H: -2.69 -1.42 -5.06  0.48
H: -5.18 -0.91 -5.07  0.39
H: -6.20 0.19 -3.21  0.41
H: -4.87 0.72 -1.13  0.56
H: -3.67 -0.07 2.31  0.09
H: -5.12 -1.73 3.35  0.46
H: -5.69 -3.84 2.26  0.36
H: -4.83 -4.22 -0.08  0.41
H: -3.29 -2.52 -1.12  0.37
S: 0.93 1.92 0.20  -0.16
Te: -0.08 -2.89 -0.84  -0.36
C: 0.96 -0.97 -8.84  -1.64
C: 1.98 -0.32 -7.87  1.95
C: 2.47 0.97 -8.55  -1.69
C: 3.22 -1.21 -7.77  -1.96
C: 1.40 -0.03 -6.50  0.94
C: 0.49 1.03 -6.39  -0.68
C: -0.04 1.43 -5.14  -1.74
C: 0.37 0.78 -4.01  0.59
O: 0.03 0.97 -2.73  -0.65
B: 0.71 -0.04 -1.96  1.12
O: 1.56 -0.73 -2.88  -0.82
C: 1.27 -0.28 -4.12  0.85
C: 1.76 -0.72 -5.34  -1.17
H: 1.41 -1.18 -9.82  0.42
H: 0.12 -0.28 -9.02  0.34
H: 0.57 -1.90 -8.44  0.38
H: 3.00 0.72 -9.48  0.47
H: 3.18 1.51 -7.92  0.36
H: 1.64 1.62 -8.81  0.36
H: 3.60 -1.41 -8.81  0.42
H: 3.03 -2.20 -7.32  0.32
H: 3.98 -0.71 -7.18  0.43
H: 0.22 1.56 -7.29  0.30
H: -0.76 2.25 -5.05  0.43
H: 2.44 -1.58 -5.35  0.34

The gap between HOMO and LUMO (alpha / beta) is 4.53 / 5.79 eV. Its spin multiplicity is 5. Its HOMO energy (alpha / beta) is -2.3 / -4.2 eV. The net charge is -1.

Entry from the Open Molecules 2025 dataset: a structure of composition C58H48FGeN2P3Pd (ωB97M-V/def2-TZVPD).

Last column: Mulliken charge in e.
Positions of all 114 atoms, in Å:
Pd: -0.01 0.15 0.19  -1.45
F: 2.64 2.84 2.45  -0.68
Ge: 1.57 1.54 1.54  1.76
C: 0.23 3.07 1.46  -0.40
C: 0.16 3.92 2.55  -0.19
C: -0.57 5.09 2.47  -0.94
C: -1.22 5.43 1.29  -0.89
C: -1.19 4.56 0.22  -0.30
C: -0.48 3.37 0.30  -0.41
P: -0.55 2.08 -0.99  3.15
C: -2.12 2.55 -1.77  -0.25
C: -2.23 3.52 -2.75  -0.11
C: -3.48 3.85 -3.26  -0.83
C: -4.61 3.22 -2.77  -0.71
C: -4.51 2.27 -1.77  -0.50
C: -3.27 1.93 -1.27  -0.16
C: 0.67 2.65 -2.21  0.15
C: 1.80 3.38 -1.86  -0.46
C: 2.72 3.72 -2.83  -0.60
C: 2.51 3.35 -4.15  -0.79
C: 1.40 2.60 -4.50  -1.05
C: 0.49 2.23 -3.52  -0.10
C: 1.49 0.52 3.28  -0.04
C: 2.39 0.78 4.30  -0.39
C: 2.20 0.25 5.56  -0.88
C: 1.08 -0.52 5.83  -0.77
C: 0.18 -0.80 4.83  -0.31
C: 0.39 -0.30 3.55  -0.46
P: -0.70 -0.73 2.17  2.05
C: -2.32 -0.49 2.96  0.22
C: -3.10 -1.50 3.50  -0.04
C: -4.32 -1.20 4.07  -0.74
C: -4.77 0.11 4.11  -0.65
C: -4.01 1.13 3.56  -0.66
C: -2.79 0.83 2.98  -0.44
C: -0.49 -2.54 2.00  0.72
C: 0.09 -3.41 2.91  -0.60
C: 0.29 -4.73 2.56  -0.76
C: -0.10 -5.20 1.32  -0.77
C: -0.68 -4.33 0.40  -0.81
C: -0.85 -3.00 0.73  0.45
C: 3.21 1.17 0.38  -1.03
C: 4.35 1.94 0.58  -0.24
C: 5.57 1.56 0.06  -1.02
C: 5.68 0.38 -0.66  -0.81
C: 4.55 -0.37 -0.91  -0.41
C: 3.31 0.03 -0.41  -0.22
P: 1.83 -0.94 -0.81  3.12
C: 1.84 -0.99 -2.63  1.12
C: 0.73 -1.65 -3.17  -1.21
C: 0.49 -1.64 -4.53  -0.90
C: 1.36 -0.96 -5.37  -0.70
C: 2.47 -0.32 -4.85  -0.87
C: 2.71 -0.32 -3.48  -0.69
C: 2.46 -2.58 -0.34  0.41
C: 2.81 -2.72 1.00  0.01
C: 3.26 -3.93 1.49  -0.69
C: 3.34 -5.02 0.64  -0.74
C: 2.98 -4.90 -0.69  -0.65
C: 2.55 -3.68 -1.19  -0.49
H: 0.71 3.67 3.44  0.48
H: -0.63 5.75 3.33  0.44
H: -1.76 6.36 1.22  0.42
H: -1.72 4.83 -0.69  0.41
H: -1.35 4.03 -3.12  0.57
H: -3.55 4.60 -4.03  0.43
H: -5.58 3.48 -3.17  0.39
H: -5.40 1.78 -1.39  0.47
H: -3.16 1.19 -0.49  -0.12
H: 1.96 3.68 -0.83  0.29
H: 3.60 4.30 -2.57  0.45
H: 3.22 3.64 -4.91  0.38
H: 1.23 2.31 -5.53  0.50
H: -0.37 1.62 -3.77  0.60
H: 3.24 1.42 4.09  0.58
H: 2.92 0.46 6.34  0.42
H: 0.92 -0.91 6.83  0.42
H: -0.72 -1.37 5.03  0.49
H: -2.75 -2.53 3.44  0.42
H: -4.93 -2.00 4.48  0.44
H: -5.73 0.34 4.56  0.39
H: -4.36 2.15 3.58  0.48
H: -2.19 1.61 2.52  0.18
H: 0.41 -3.05 3.88  0.38
H: 0.77 -5.40 3.26  0.44
H: 0.04 -6.24 1.06  0.39
H: -0.99 -4.70 -0.57  0.47
H: -1.25 -2.29 0.01  -0.76
H: 4.28 2.85 1.16  0.58
H: 6.45 2.16 0.24  0.43
H: 6.64 0.05 -1.03  0.44
H: 4.62 -1.30 -1.47  0.51
H: 0.06 -2.14 -2.48  0.71
H: -0.38 -2.13 -4.93  0.49
H: 1.16 -0.92 -6.43  0.41
H: 3.15 0.20 -5.50  0.43
H: 3.55 0.23 -3.09  0.39
H: 2.73 -1.86 1.66  0.24
H: 3.54 -4.02 2.53  0.49
H: 3.68 -5.98 1.02  0.38
H: 3.04 -5.75 -1.35  0.43
H: 2.28 -3.59 -2.23  0.40
C: -2.86 -2.52 -3.02  -0.79
C: -3.54 -2.00 -1.81  0.08
N: -3.00 -1.31 -0.84  0.53
C: -4.00 -1.09 0.07  -0.24
C: -5.15 -1.67 -0.36  -1.25
N: -4.85 -2.26 -1.56  -0.03
H: -1.85 -2.12 -3.04  -0.46
H: -3.38 -2.20 -3.93  0.49
H: -2.81 -3.61 -3.02  0.37
H: -3.83 -0.53 0.96  0.50
H: -6.12 -1.72 0.09  0.46
H: -5.48 -2.75 -2.16  0.20

The gap between HOMO and LUMO is 7.39 eV. Its HOMO energy is -7.1 eV.

Entry from the Open Molecules 2025 dataset: a structure of composition C58H55N4O4P3S3Tl (ωB97M-V/def2-TZVPD).

Last column: Mulliken charge in e.
Positions of all 128 atoms, in Å:
Tl: -0.56 -1.62 0.26  1.82
O: -0.02 1.98 1.97  -0.06
S: 0.95 1.91 -0.61  0.38
C: 0.52 3.57 -0.44  1.71
C: 1.45 4.58 -0.15  -0.85
C: 1.17 5.93 -0.22  -1.47
C: -0.12 6.32 -0.59  0.32
C: -0.70 7.67 -0.84  -0.83
C: -2.21 7.41 -1.05  -0.84
C: -2.35 5.92 -0.97  0.37
C: -3.46 5.10 -1.02  -1.11
C: -3.27 3.74 -0.81  -0.24
C: -2.01 3.12 -0.65  0.01
P: -2.02 1.29 -0.43  0.53
C: -2.25 0.70 -2.14  1.21
C: -1.20 0.00 -2.73  0.10
C: -1.29 -0.47 -4.04  -1.04
C: -2.44 -0.25 -4.77  -0.78
C: -3.50 0.45 -4.20  -0.86
C: -3.40 0.93 -2.90  -0.16
C: -3.56 1.01 0.46  0.37
C: -3.69 1.64 1.71  -0.72
C: -4.81 1.42 2.49  -0.72
C: -5.81 0.55 2.04  -0.82
C: -5.67 -0.09 0.82  -0.64
C: -4.55 0.13 0.03  -0.64
C: -0.87 3.94 -0.64  -1.85
C: -1.09 5.33 -0.74  0.70
C: 2.69 1.82 -0.20  0.78
C: 3.60 2.52 -1.07  -0.25
C: 4.97 2.61 -0.90  -1.38
C: 5.51 1.86 0.12  -0.28
C: 6.93 1.66 0.52  -0.59
C: 6.92 0.62 1.67  -1.11
C: 5.47 0.60 2.10  -0.67
C: 4.90 0.62 3.30  -1.55
C: 3.45 0.82 3.46  -0.14
C: 2.58 1.19 2.50  0.18
P: 0.78 1.14 2.90  1.75
C: 0.34 -0.60 2.84  1.05
C: -0.95 -0.94 3.26  -0.42
C: -1.40 -2.25 3.17  -1.44
C: -0.57 -3.23 2.64  -0.76
C: 0.71 -2.90 2.20  -1.10
C: 1.16 -1.59 2.31  -0.95
C: 0.66 1.71 4.58  0.57
C: 0.77 0.87 5.70  -0.38
C: 0.63 1.39 6.97  -0.81
C: 0.37 2.75 7.14  -0.56
C: 0.25 3.59 6.04  -0.77
C: 0.39 3.07 4.76  -0.70
C: 3.17 1.27 1.13  -0.10
C: 4.64 0.97 0.94  2.26
H: 2.46 4.31 0.14  0.49
H: 1.94 6.66 0.00  0.53
H: -0.23 8.11 -1.73  0.33
H: -0.50 8.36 -0.02  0.38
H: -2.58 7.79 -2.01  0.38
H: -2.82 7.89 -0.28  0.33
H: -4.46 5.49 -1.17  0.56
H: -4.15 3.11 -0.75  0.46
H: -0.27 -0.16 -2.19  0.17
H: -0.45 -1.01 -4.48  0.53
H: -2.52 -0.61 -5.78  0.46
H: -4.40 0.63 -4.77  0.47
H: -4.24 1.47 -2.48  0.40
H: -2.91 2.30 2.07  0.47
H: -4.91 1.91 3.44  0.50
H: -6.68 0.38 2.65  0.45
H: -6.45 -0.76 0.47  0.53
H: -4.46 -0.38 -0.92  0.34
H: 3.15 2.99 -1.94  0.71
H: 5.57 3.21 -1.56  0.56
H: 7.30 2.64 0.86  0.41
H: 7.55 1.40 -0.33  0.38
H: 7.60 0.86 2.48  0.48
H: 7.21 -0.36 1.27  0.33
H: 5.49 0.49 4.20  0.51
H: 3.08 0.69 4.47  0.51
H: -1.61 -0.18 3.67  0.59
H: -2.39 -2.51 3.52  1.01
H: -0.91 -4.26 2.58  0.41
H: 1.35 -3.66 1.78  0.78
H: 2.16 -1.36 1.97  0.37
H: 0.94 -0.19 5.57  0.44
H: 0.71 0.74 7.83  0.44
H: 0.26 3.15 8.14  0.43
H: 0.04 4.64 6.18  0.46
H: 0.28 3.71 3.90  0.37
O: 4.29 -0.06 -0.04  -0.46
N: 2.92 0.25 0.07  -0.18
C: 4.61 -5.70 0.62  -1.43
C: 3.93 -5.89 -0.72  0.60
C: 3.48 -7.31 -0.94  -1.29
O: 2.81 -4.93 -0.72  0.05
P: 1.61 -4.95 -1.72  -0.04
S: 2.15 -5.17 -3.63  -0.11
S: 0.79 -3.17 -1.93  -0.20
O: 0.69 -6.07 -1.14  -0.26
C: -0.73 -6.39 -1.42  1.38
C: -0.94 -7.78 -0.88  -1.65
C: -1.08 -6.27 -2.89  -1.26
H: 5.53 -6.28 0.65  0.44
H: 3.96 -6.04 1.43  0.33
H: 4.86 -4.66 0.78  0.29
H: 4.59 -5.56 -1.52  0.23
H: 2.79 -7.63 -0.16  0.27
H: 4.36 -7.96 -0.93  0.47
H: 2.99 -7.45 -1.91  0.38
H: -1.30 -5.66 -0.83  -0.46
H: -0.44 -8.52 -1.51  0.38
H: -2.01 -8.01 -0.86  0.45
H: -0.55 -7.87 0.13  0.38
H: -0.53 -6.99 -3.48  0.42
H: -0.90 -5.27 -3.29  0.32
H: -2.15 -6.49 -2.99  0.39
N: -4.71 -4.45 -2.53  -0.40
C: -4.36 -4.00 -1.30  0.20
C: -3.12 -3.36 -1.08  -0.27
N: -2.80 -2.91 0.12  0.91
C: -3.67 -3.08 1.13  -0.14
C: -4.87 -3.74 0.89  -0.74
N: -5.22 -4.19 -0.30  -0.64
H: -4.11 -4.35 -3.33  0.19
H: -5.59 -4.92 -2.64  0.26
H: -2.40 -3.23 -1.88  0.37
H: -3.41 -2.70 2.10  -0.20
H: -5.57 -3.90 1.70  0.49

The gap between HOMO and LUMO (alpha / beta) is 4.23 / 4.52 eV. Its HOMO energy (alpha / beta) is -13.9 / -14.1 eV. The net charge is +3.

Relative energy (zero: lowest compared OMol25 entry of this formula, charge and spin) in eV, matching the order above: 1.015 0.000 4.593